1.
The following is a quantum chemistry calculation of the molecule C4H2N2S in a non-equilibrium geometry, from the Open Molecules 2025 dataset.

## Properties
LUMO: -0.070 Eh
charge: 0
HOMO-LUMO gap: 8.0 eV
energy relative to the best compared isomer or geometry (same formula, charge and spin): 219.1 kJ/mol
SMILES string: N#CCC(=S)C#N
calculated total energy: -17992.56405 eV
max |F|: 5.98 eV/A

Last column: natural (NBO) charge in e.
Positions of all 9 atoms, in Å:
N -1.473 1.300 -1.679  -0.277
C -1.301 0.534 -0.829  0.236
C -0.928 -0.328 0.142  -0.503
C 0.891 -0.482 -0.090  -0.234
S 1.294 -1.788 -0.829  0.281
C 1.657 0.522 0.596  0.184
N 2.168 1.322 1.207  -0.211
H -1.049 0.202 1.056  0.255
H -1.261 -1.282 0.425  0.269

Force components x, y, z for each atom (eV/Å):
N -0.027 -0.533 0.747
C -1.517 2.174 -4.197
C 5.121 -0.238 3.087
C -3.890 0.682 1.552
S 1.169 -1.109 -0.914
C -1.623 -2.129 -1.804
N 1.313 1.917 1.426
H 0.168 0.712 1.125
H -0.714 -1.476 -1.022

2.
The following is a quantum chemistry calculation of the molecule C4H2N6S4 in a non-equilibrium geometry, from the Open Molecules 2025 dataset.

## Properties
LUMO: -0.037 Eh
charge: 0
HOMO-LUMO gap: 7.9 eV
energy relative to the best compared isomer or geometry (same formula, charge and spin): 0.0 kJ/mol
SMILES string: N1=C2\NN/C(=N\Sc3nnc(s3)S/1)S2
calculated total energy: -56456.23605 eV
max |F|: 3.46 eV/A

Last column: natural (NBO) charge in e.
Positions of all 16 atoms, in Å:
N 1.122 -2.695 0.802  -0.660
C 1.239 -1.653 0.023  0.303
N 0.381 -0.818 -0.549  -0.478
N 0.767 0.606 -0.482  -0.458
C 1.999 0.649 0.189  0.272
N 2.399 1.597 1.022  -0.652
S 1.186 2.549 1.785  0.495
C 0.189 1.195 2.177  -0.202
N -0.920 1.043 1.479  -0.306
N -1.267 -0.243 1.384  -0.334
C -0.578 -1.034 2.121  -0.071
S 0.676 -0.245 3.046  0.459
S -0.432 -3.015 1.515  0.401
S 2.841 -0.888 -0.029  0.339
H -0.606 -1.188 -0.674  0.453
H -0.042 1.170 -0.154  0.440

Force components x, y, z for each atom (eV/Å):
N -0.585 0.223 -0.691
C 0.831 -0.751 1.487
N -1.939 -0.151 -0.950
N -0.014 -1.820 -0.325
C -0.869 2.250 1.018
N 0.014 -1.886 -1.459
S 0.689 0.632 0.025
C -1.309 -0.208 0.445
N 1.102 0.438 0.348
N -1.583 -0.936 0.577
C 0.376 -2.879 -0.298
S -0.441 0.114 -0.968
S 0.508 3.400 0.371
S 0.936 0.293 0.065
H 1.491 1.609 0.389
H 0.792 -0.329 -0.032

3.
The following is a quantum chemistry calculation of a cluster of 2 separate species, C4H2NO4 in total in a non-equilibrium geometry, from the Open Molecules 2025 dataset.

## Properties
LUMO: 0.129 Eh
charge: -1
HOMO-LUMO gap: 7.3 eV
energy relative to the best compared isomer or geometry (same formula, charge and spin): 187.4 kJ/mol
calculated total energy: -13858.89740 eV
max |F|: 4.05 eV/A

Last column: natural (NBO) charge in e.
Positions of all 11 atoms, in Å:
C -2.590 0.510 0.439  0.521
C -1.926 -0.719 0.286  0.492
C 2.642 0.150 -0.027  0.769
C 1.304 0.164 -0.555  -0.228
N -1.299 0.482 0.121  -0.617
O 3.539 0.846 0.319  -0.590
O -3.584 1.144 0.600  -0.666
O -1.824 -1.963 0.281  -0.690
O 2.099 -0.970 0.041  -0.444
H 0.510 0.451 0.089  0.265
H 1.129 -0.094 -1.593  0.187

Force components x, y, z for each atom (eV/Å):
C -0.648 -2.089 -0.176
C -0.665 -2.446 0.432
C -0.426 3.859 -0.730
C 0.669 -0.467 -1.009
N 1.087 0.597 -0.238
O 1.608 -0.421 0.439
O -1.555 2.145 0.441
O 0.596 1.922 -0.235
O 0.127 -3.879 1.141
H -0.502 0.295 -0.087
H -0.290 0.483 0.022

4.
The following is a quantum chemistry calculation of a structure of composition C4H2NO4 in a non-equilibrium geometry, from the Open Molecules 2025 dataset.

## Properties
LUMO: 0.140 Eh
charge: -1
HOMO-LUMO gap: 7.1 eV
energy relative to the best compared isomer or geometry (same formula, charge and spin): 450.7 kJ/mol
calculated total energy: -13856.16795 eV
max |F|: 3.72 eV/A

Last column: natural (NBO) charge in e.
Positions of all 11 atoms, in Å:
C -0.623 3.172 2.100  0.675
C -0.889 -0.181 1.442  0.201
C -0.916 1.163 1.474  -0.160
C -0.332 2.253 0.627  0.444
N -0.618 -0.587 -1.054  -0.712
O -0.345 4.159 2.734  -0.583
O -1.289 1.983 2.586  -0.535
O 0.519 2.513 -0.181  -0.571
O -0.681 -1.080 0.594  -0.394
H -1.133 0.328 -0.877  0.318
H 0.325 -0.393 -1.081  0.316

Force components x, y, z for each atom (eV/Å):
C -0.432 -1.071 0.060
C -0.032 -0.334 1.537
C 0.255 0.992 -2.776
C 1.110 0.424 3.244
N -3.602 0.487 0.775
O -0.709 -1.634 -1.035
O 0.960 1.691 0.096
O -1.081 -0.524 -0.494
O -0.216 0.326 -0.717
H 1.077 -1.325 -0.595
H 2.671 0.968 -0.095

5.
The following is a quantum chemistry calculation of the ion C4H2NOS2 with charge -1 in a non-equilibrium geometry, from the Open Molecules 2025 dataset.

## Properties
LUMO (spin up / spin down): 0.124 / 0.124 Eh
charge: -1
HOMO-LUMO gap (spin up / spin down): 6.2 / 6.2 eV
energy relative to the best compared isomer or geometry (same formula, charge and spin): 356.9 kJ/mol
calculated total energy: -29386.28079 eV
max |F|: 2.73 eV/A

Last column: natural (NBO) charge in e.
Positions of all 10 atoms, in Å:
C 0.134 -0.472 0.365  -0.087
C -0.163 0.832 -1.527  -0.215
C 0.155 0.979 -0.230  0.298
C 0.520 -1.291 -0.567  -0.042
N -0.069 -0.359 1.779  -0.816
O 0.566 1.961 0.467  -0.718
S -1.305 0.790 -2.606  -0.056
S 1.300 -2.236 -1.679  -0.123
H -0.975 -0.854 2.087  0.358
H -0.163 0.651 1.911  0.401

Force components x, y, z for each atom (eV/Å):
C 0.152 1.783 0.383
C -0.366 -0.220 -0.322
C 0.987 0.870 1.350
C 1.615 -1.285 -1.202
N -1.929 -1.938 0.016
O -0.566 -1.326 -0.592
S -0.460 0.148 -0.878
S -1.349 0.957 1.652
H 1.905 1.095 -0.649
H 0.012 -0.085 0.242

6.
The following is a quantum chemistry calculation of the molecule C4H2O2, from the Open Molecules 2025 dataset.

## Properties
LUMO: -0.036 Eh
charge: 0
HOMO-LUMO gap: 10.0 eV
energy relative to the best compared isomer or geometry (same formula, charge and spin): 39.2 kJ/mol
SMILES string: O=CC#CC=O
calculated total energy: -8272.12233 eV
max |F|: 0.65 eV/A

Last column: natural (NBO) charge in e.
Positions of all 8 atoms, in Å:
O -2.555 0.303 0.924  -0.455
C -2.003 -0.339 0.063  0.354
C -0.550 -0.365 -0.032  -0.054
C 0.642 -0.176 -0.084  -0.035
C 2.003 0.344 -0.066  0.354
O 3.011 -0.315 -0.101  -0.456
H -2.560 -0.900 -0.705  0.147
H 2.013 1.448 0.000  0.145

Force components x, y, z for each atom (eV/Å):
O 0.139 -0.365 -0.354
C -0.205 0.207 0.253
C 0.598 0.261 0.037
C -0.596 -0.061 0.012
C 0.366 -0.187 -0.007
O -0.480 0.223 0.018
H 0.050 0.014 0.081
H 0.128 -0.091 -0.040

7.
The following is a quantum chemistry calculation of a structure of composition C4H2O2 in a non-equilibrium geometry, from the Open Molecules 2025 dataset.

## Properties
LUMO (spin up / spin down): -0.030 / -0.030 Eh
charge: 0
HOMO-LUMO gap (spin up / spin down): 8.3 / 8.3 eV
energy relative to the best compared isomer or geometry (same formula, charge and spin): 267.2 kJ/mol
calculated total energy: -8269.75851 eV
max |F|: 1.00 eV/A

Last column: natural (NBO) charge in e.
Positions of all 8 atoms, in Å:
O 0.475 1.182 1.316  -0.580
C 0.572 0.499 0.316  0.259
C 0.107 -1.215 0.432  0.522
O 0.446 -2.183 1.005  -0.415
C -0.919 -0.645 -0.401  -0.066
C -0.780 0.548 -0.829  -0.198
H 1.347 0.473 -0.461  0.218
H -1.250 1.342 -1.378  0.260

Force components x, y, z for each atom (eV/Å):
O 0.073 -0.468 -0.231
C -0.063 0.802 0.092
C 0.341 -0.892 0.307
O -0.237 0.817 -0.375
C 0.058 0.239 0.001
C -0.139 -0.123 0.014
H -0.076 -0.301 0.191
H 0.044 -0.073 0.002

8.
The following is a quantum chemistry calculation of a cluster of 2 separate species, C4H2O2 in total in a non-equilibrium geometry, from the Open Molecules 2025 dataset.

## Properties
LUMO: -0.010 Eh
charge: 0
HOMO-LUMO gap: 8.5 eV
energy relative to the best compared isomer or geometry (same formula, charge and spin): 199.4 kJ/mol
calculated total energy: -8270.46145 eV
max |F|: 1.42 eV/A

Last column: natural (NBO) charge in e.
Positions of all 8 atoms, in Å:
O -2.528 -1.629 -1.302  -0.486
C -2.470 -0.714 -0.632  0.463
C -0.077 0.117 0.078  0.216
O -0.727 1.046 0.726  -0.616
C 1.333 0.220 0.221  -0.199
C 2.540 0.096 0.189  -0.123
H -1.675 0.862 0.548  0.506
H 3.603 0.002 0.171  0.238

Force components x, y, z for each atom (eV/Å):
O 0.003 1.059 0.773
C -0.234 -1.126 -0.834
C 0.250 0.157 0.127
O 0.029 -0.264 -0.190
C 0.572 -0.055 -0.012
C -0.588 0.090 0.035
H 0.114 0.104 0.081
H -0.146 0.034 0.019

The lowest energy relative to the best compared isomer or geometry (same formula, charge and spin) belongs to which entry? C4H2N6S4